Below is C16H19N5O3 in the gas phase in a non-equilibrium geometry, with properties calculated with wB97M-V/def2-TZVPD.

Computed properties:
- frontier orbital gap (eV) = 7.9
- SMILES = CCN(CC)c1nc2ccccn2c(=O)c1/C=N/N1CCOC1=O
- energy relative to the best compared isomer or geometry (same formula, charge and spin) (kcal per mole) = 122.9

Last column: Mulliken charge in e.
Geometry (Å):
O  2.105  1.797  1.361  -0.7480
O  2.715  -1.071  -3.504  -0.5846
N  -1.694  1.269  0.886  -0.4330
N  1.417  -1.429  -0.820  -0.4325
O  4.404  -2.331  -2.581  -0.3787
C  0.913  1.577  1.144  0.2108
C  3.186  -1.717  -2.564  0.4828
C  -1.246  2.050  1.795  0.2963
C  -2.182  2.732  2.665  -0.4874
C  -1.778  3.558  3.681  -0.5141
C  -0.324  3.596  3.889  -0.2897
C  0.511  0.504  0.268  0.6785
C  0.569  2.994  3.119  -0.4125
C  -0.822  0.366  0.229  -0.4299
C  1.528  -0.215  -0.514  -0.7773
N  0.097  2.296  1.985  0.1180
N  -1.497  -0.376  -0.732  0.7170
N  2.566  -2.054  -1.364  0.4507
C  -0.929  0.065  -3.141  -1.3031
C  -3.715  -0.939  0.605  -0.9495
C  4.451  -3.264  -1.470  -0.5257
C  -1.770  0.414  -1.964  -0.4306
C  -2.421  -1.442  -0.123  -0.5343
C  3.049  -3.276  -0.889  -0.3991
H  -3.211  2.439  2.435  0.4244
H  -2.432  4.163  4.243  0.4793
H  0.077  4.239  4.680  0.3154
H  1.603  3.185  3.362  0.3585
H  2.459  0.313  -0.798  0.4680
H  -0.937  -0.970  -3.296  0.3005
H  0.145  0.365  -3.054  0.2235
H  -1.294  0.560  -4.055  0.4463
H  -3.508  -0.597  1.644  0.2054
H  -4.439  -1.775  0.640  0.3994
H  -4.174  -0.107  0.006  0.2339
H  4.883  -4.256  -1.569  0.3746
H  5.062  -2.794  -0.755  0.2975
H  -2.834  0.357  -2.244  0.4168
H  -1.516  1.378  -1.808  0.3851
H  -2.643  -2.160  -0.970  0.4195
H  -1.965  -2.053  0.568  0.3711
H  3.149  -3.231  0.223  0.2723
H  2.444  -4.161  -1.213  0.2848

Forces on atoms 1 to 2 (eV/Å):
O 0.614 -0.087 -0.819
O 1.417 -0.959 2.342